{"formula": "C3H2FO2Pr", "method": "ωB97M-V/def2-TZVPD", "elements": ["H", "C", "C", "O", "C", "O", "H", "F", "Pr"], "positions_angstrom": [[1.560693, 1.351676, 2.073134], [-0.013696, -0.986150, -0.316665], [-0.678661, 0.179588, -0.457365], [-1.309388, 0.488538, -1.663924], [-1.122043, 1.536022, -2.340716], [0.676905, -1.320442, 0.729726], [0.011603, -1.631506, -1.204827], [-1.104679, 0.922679, 0.561122], [1.979269, -0.540406, 2.619519]], "forces_ev_per_angstrom": [[-0.10, 0.73, -0.20], [0.99, -0.67, 0.29], [0.43, -1.45, 3.43], [1.30, 6.13, -4.42], [-1.90, -4.83, 2.52], [-0.74, 0.53, -0.57], [0.11, 0.08, 0.10], [0.12, 0.37, -0.90], [-0.21, -0.89, -0.25]], "lowdin_spin": [-0.013, -0.007, -0.006, -0.008, 0.036, -0.017, 0.000, -0.003, 3.018], "total_charge": 1, "max_force_ev_per_a": 7.67, "multiplicity": 4, "lumo_ev": [-6.570, -6.444]}